Record 1
C17H21NOPtSSi | the ωB97M-V functional and the def2-TZVPD basis

CARTESIAN COORDINATES (ANGSTROEM)
Pt1 -1.841 -0.852 -1.666
C1 1.047 -2.700 4.229
Si1 1.545 -1.705 2.744
C2 2.439 -2.788 1.551
C3 2.663 -0.317 3.253
C4 -0.041 -0.899 2.121
C5 -0.631 0.022 2.985
C6 -1.790 0.713 2.654
C7 -2.354 0.451 1.422
N1 -1.828 -0.445 0.582
C8 -0.689 -1.097 0.891
S1 -0.129 -2.118 -0.436
H1 1.915 -3.161 4.709
H2 0.361 -3.498 3.933
H3 0.539 -2.081 4.973
H4 3.335 -3.171 2.048
H5 2.741 -2.239 0.657
H6 1.831 -3.636 1.225
H7 3.583 -0.705 3.698
H8 2.195 0.349 3.982
H9 2.936 0.283 2.381
H10 -0.164 0.226 3.944
H11 -2.235 1.435 3.324
H12 -3.257 0.946 1.087
C9 -3.528 -3.103 0.006
O1 -3.120 -2.624 -1.287
H13 -2.754 -3.728 0.448
H14 -4.462 -3.653 -0.080
H15 -3.675 -2.227 0.630
H16 -2.773 -3.347 -1.823
C10 -0.970 0.612 -2.492
C11 -0.431 1.547 -3.039
C12 0.168 2.680 -3.699
C13 0.903 2.515 -4.874
C14 1.501 3.603 -5.490
C15 1.376 4.873 -4.941
C16 0.640 5.049 -3.776
C17 0.039 3.962 -3.161
H17 0.998 1.523 -5.295
H18 2.067 3.459 -6.401
H19 1.853 5.720 -5.416
H20 0.531 6.036 -3.348
H21 -0.536 4.092 -2.254

Output
- orbital gap (alpha / beta) (eV) = 6.26 / 6.24
- F_max (eV/Å) = 1.80
- E_HOMO (alpha / beta) (eV) = -7.3 / -7.3
- total energy (eV) = -43464.5007

Results of the Löwdin charge analysis, in e, for atoms 1 through 6:
1 Pt 0.85
2 C -0.18
3 Si 0.47
4 C -0.21
5 C -0.17
6 C -0.24

---

Record 2
C2H5OP | the ωB97M-V functional and the def2-TZVPD basis

CARTESIAN COORDINATES (ANGSTROEM)
C1 -1.131 1.321 0.307
C2 0.935 0.408 -0.414
O1 -0.215 0.441 0.350
P1 -3.248 -0.190 -0.146
H1 -1.093 2.009 -0.628
H2 0.746 -0.462 -1.048
H3 1.881 0.152 0.016
H4 1.137 1.281 -1.084
H5 -4.540 0.544 -0.035

Output
- orbital gap (alpha / beta) (eV) = 7.29 / 6.59
- F_max (eV/Å) = 3.74
- E_HOMO (alpha / beta) (eV) = -8.2 / -7.4
- total energy (eV) = -13484.7294

Results of the Löwdin charge analysis, in e, for atoms 1 through 6:
1 C -0.18
2 C -0.10
3 O -0.26
4 P 0.49
5 H 0.04
6 H 0.10